Molecular formula: C20H45NO7P
Method: DFT, ωB97M-V/def2-TZVPD

```
74
Properties=species:S:1:pos:R:3:forces:R:3
H 2.367432 -3.798431 -0.116763 0.0 -0.1 0.0
C -1.436026 -2.350032 -0.552317 -0.4 0.0 0.2
C -2.196768 -0.692678 1.910320 -0.1 0.1 0.0
H 1.480240 -2.654169 2.581762 -0.1 0.1 0.0
C -6.118599 4.488604 -4.501140 0.0 0.1 0.0
H 6.264876 -0.147769 3.331788 0.0 0.0 0.0
C -3.706540 3.491713 -3.065398 0.0 0.1 -0.1
H 2.077623 0.226153 -2.446067 -0.1 -0.1 -0.2
H 4.868497 -0.523431 2.318082 0.0 0.1 0.0
C 6.481620 -2.822893 4.026232 0.1 0.0 0.0
C 7.172279 -2.533148 5.347985 -0.1 0.1 0.0
H 0.024772 0.645961 1.797393 0.0 0.1 0.0
H -2.995386 -0.360896 2.572459 0.0 0.0 0.0
C -5.073338 2.834508 -3.109899 0.1 -0.1 0.1
H -2.542226 -1.614714 1.462306 0.0 -0.1 0.0
O 1.044976 2.601165 -1.051936 -0.1 -0.3 0.0
C -0.401212 0.817459 0.809855 -0.2 -0.3 0.2
H -5.253773 5.162386 -4.511703 0.0 0.0 0.0
C -2.208362 -1.221315 -2.612852 0.2 0.1 0.2
H 6.586664 -3.880779 3.784180 0.0 0.0 0.0
H 3.588786 -1.280713 4.298326 0.0 -0.1 0.0
C -0.154423 -0.384841 -1.447558 0.0 0.0 0.1
O 2.783560 1.563460 0.537772 0.0 -0.1 -0.1
C -1.897823 0.407174 0.861976 -0.3 0.0 0.5
O -2.706903 0.980067 -1.235331 -0.4 -0.1 0.0
H -1.906488 -2.191202 -3.004412 0.0 0.0 0.0
H 3.101456 -1.051310 0.214859 -0.1 0.2 -0.1
C -1.542116 -0.991778 -1.243946 -0.2 -0.6 -0.3
O 5.085854 -2.590162 4.039300 -0.1 -0.1 0.0
H -3.290467 -1.208149 -2.505521 0.0 0.0 0.0
C 4.678748 -1.263588 4.327845 0.0 0.1 0.0
H 1.334554 2.865779 -1.927856 0.0 0.2 -0.2
C -6.148353 3.645902 -5.765259 0.0 -0.1 0.0
H 0.446715 -1.147422 -1.950569 0.1 0.0 0.0
H -5.274320 2.354912 -2.152402 0.0 0.0 0.0
C -2.700273 1.652115 1.272516 -0.1 -0.1 -0.3
H 8.224557 -2.812036 5.285746 0.0 0.0 0.0
C 5.177735 -0.239232 3.324818 0.1 -0.1 0.0
C 2.440286 -3.047882 0.672504 -0.3 0.2 -0.1
H 3.463273 -3.108739 1.042660 0.0 0.1 0.1
H -7.008014 5.117948 -4.461224 0.0 0.0 0.0
H -2.610497 1.794891 2.347453 0.1 0.1 0.0
H 1.825233 -4.341148 2.244048 -0.1 0.0 0.1
H 4.764407 0.743096 3.552397 -0.1 0.0 0.0
H -5.254871 3.028549 -5.867118 0.0 0.0 0.0
N -2.372351 -0.010449 -0.492441 0.9 0.6 -0.2
H -5.092430 2.044402 -3.869819 0.0 0.0 0.0
C 0.532668 0.067440 -0.154234 0.3 0.5 -0.2
H 7.127071 -1.475667 5.610980 0.0 0.0 0.0
P 1.857518 1.303869 -0.562805 0.2 0.2 0.4
H -2.952123 2.742987 -2.831867 0.0 0.0 0.1
H -1.913455 -0.453137 -3.322774 -0.2 0.1 -0.1
H -3.440164 3.952816 -4.018992 0.0 0.0 0.0
H -0.361529 1.888387 0.640325 0.0 0.0 -0.2
H -7.016253 2.985206 -5.763824 0.0 0.0 0.0
O 1.085345 -1.001681 0.588892 -0.3 -0.3 0.0
H -2.367785 2.543554 0.748652 0.0 0.0 0.0
H 0.467060 -3.586360 1.441990 -0.1 0.2 0.0
H 4.965855 -0.987945 5.348909 0.0 0.0 0.0
H -0.835941 -3.017238 -1.168997 0.1 0.0 0.0
C 1.477980 -3.407325 1.798155 0.4 -0.4 0.1
H 6.707969 -3.101748 6.154716 0.0 0.0 0.0
C 2.210358 -1.657020 0.036402 0.6 -0.5 0.1
H -3.679380 4.266815 -2.297914 0.0 0.0 0.0
O -6.149750 3.737179 -3.303805 -0.1 0.0 0.0
H 2.112186 -1.820770 -1.039943 -0.1 0.3 -0.1
H -6.203942 4.292524 -6.641662 0.0 0.0 0.0
H -2.432067 -2.788986 -0.463922 0.0 0.0 0.0
O 2.590720 0.844680 -1.919245 0.1 0.0 0.1
H -1.328049 -0.894550 2.533536 0.1 -0.1 -0.1
H 6.958909 -2.262296 3.214173 0.0 0.0 0.0
H -3.750352 1.508692 1.019893 -0.1 -0.1 0.1
H -0.244531 0.461504 -2.133547 -0.1 0.1 0.1
H -1.001208 -2.298044 0.436398 0.2 0.0 0.0
```
Forces are in eV/Å.

The LUMO energy (alpha / beta) comes out at 0.2 / 0.1 eV. The spin multiplicity is 2. As for the highest occupied orbital energy (alpha / beta): -0.3185 / -0.3477 Eh. The expectation value of S² is 0.75. The orbital gap (alpha / beta) is 0.3269 / 0.3497 Ha.